Formula: C6H6N2O3S
Source: OMol25
Level of theory: ωB97M-V/def2-TZVPD

The strongest force on any atom is 3.17 eV/A. Its HOMO-LUMO gap is 7.9 eV. For the highest occupied orbital energy, the calculation gives -9.090 eV. As for the total energy: -26271.447 eV. The energy above the lowest of the compared OMol25 structures with the same formula, charge and spin comes out at 565.8 kJ/mol.

```
! wB97M-V def2-TZVPD RIJCOSX def2/J DEFGRID3
* xyz 0 1
C -0.725 -0.107 1.016
C -0.713 -0.341 -1.440
C 0.468 -0.734 1.165
C 0.515 -1.009 -1.278
C -1.336 -0.014 -0.261
C 1.129 -1.127 -0.046
N -3.453 1.536 0.674
N -3.124 1.104 -0.390
O 2.782 0.539 1.528
O 3.408 0.178 -0.803
O 1.455 1.504 -0.270
S 2.446 0.581 0.148
H -1.141 0.390 1.854
H -1.044 -0.183 -2.489
H 0.921 -1.031 2.087
H 0.846 -1.556 -2.163
H 1.970 -1.790 0.147
H -4.402 2.061 0.522
*
```

***

Formula: C3H13N4O2PS2
Source: OMol25
Level of theory: ωB97M-V/def2-TZVPD

The strongest force on any atom is 3.74 eV/A. Its HOMO-LUMO gap is 8.7 eV. For the highest occupied orbital energy, the calculation gives -8.558 eV. As for the total energy: -44334.938 eV. The energy above the lowest of the compared OMol25 structures with the same formula, charge and spin comes out at 177.9 kJ/mol. Its structure (SMILES) is CN=P(N)(N)SS(=O)(=O)N(C)C.

```
! wB97M-V def2-TZVPD RIJCOSX def2/J DEFGRID3
* xyz 0 1
C -1.597 -0.119 2.348
N -1.041 -0.032 0.970
P -1.239 -0.960 -0.262
N -2.564 -1.976 -0.535
N -1.032 -0.003 -1.606
S 0.265 -2.496 -0.691
S 1.549 -1.233 0.546
O 2.914 -1.675 0.383
O 1.021 -1.251 1.868
N 1.424 0.274 -0.220
C 2.039 0.225 -1.492
C 1.773 1.468 0.614
H -0.708 -0.291 2.934
H -2.067 0.869 2.492
H -2.168 -0.930 2.684
H -2.409 -2.930 -0.219
H -3.560 -1.659 -0.234
H -0.681 -0.455 -2.446
H -0.534 0.811 -1.360
H 1.442 0.753 -2.269
H 2.955 0.662 -1.532
H 2.177 -0.678 -1.910
H 1.297 1.409 1.663
H 2.835 1.722 0.897
H 1.228 2.390 0.255
*
```

***

Formula: C5H5N3O
Source: OMol25
Level of theory: ωB97M-V/def2-TZVPD

The strongest force on any atom is 3.20 eV/A. Its HOMO-LUMO gap is 7.0 eV. For the highest occupied orbital energy, the calculation gives -6.318 eV. As for the total energy: -11778.859 eV. The energy above the lowest of the compared OMol25 structures with the same formula, charge and spin comes out at 469.0 kJ/mol.

```
! wB97M-V def2-TZVPD RIJCOSX def2/J DEFGRID3
* xyz 0 1
C 1.092 -0.983 1.899
C 1.310 -2.230 1.586
C -0.679 -0.502 -0.753
C -0.245 1.621 -0.223
C -0.719 1.674 -1.470
N 0.635 0.138 1.207
N -0.115 0.287 0.172
N -1.202 0.404 -1.775
O 1.674 -3.322 1.498
H 1.441 -0.700 2.851
H 0.070 2.543 0.335
H -0.843 2.592 -1.919
H -1.652 0.066 -2.628
H -0.768 -1.588 -0.780
*
```

***

Formula: C4H7NO2
Source: OMol25
Level of theory: ωB97M-V/def2-TZVPD

The strongest force on any atom is 1.79 eV/A. Its HOMO-LUMO gap is 10.3 eV. For the highest occupied orbital energy, the calculation gives -9.581 eV. As for the total energy: -9845.715 eV. The energy above the lowest of the compared OMol25 structures with the same formula, charge and spin comes out at 151.0 kJ/mol. Its structure (SMILES) is CN(C=O)CC=O.

```
! wB97M-V def2-TZVPD RIJCOSX def2/J DEFGRID3
* xyz 0 1
C 0.929 0.024 -1.285
N -0.194 -0.356 -0.369
C -1.388 -0.757 -0.936
O -2.456 -0.781 -0.373
C -0.314 0.444 0.818
C 0.653 0.148 1.951
O 1.744 -0.328 1.891
H 1.481 0.841 -0.840
H 0.451 0.330 -2.213
H 1.532 -0.866 -1.423
H -1.149 -1.145 -1.952
H -0.119 1.524 0.608
H -1.316 0.498 1.224
H 0.145 0.423 2.897
*
```

***

Formula: C6H14O
Source: OMol25
Level of theory: ωB97M-V/def2-TZVPD

The strongest force on any atom is 0.44 eV/A. Its HOMO-LUMO gap is 11.3 eV. For the highest occupied orbital energy, the calculation gives -10.317 eV. As for the total energy: -8496.057 eV. The energy above the lowest of the compared OMol25 structures with the same formula, charge and spin comes out at 80.6 kJ/mol. Its structure (SMILES) is C1CCCC1.CO.

```
! wB97M-V def2-TZVPD RIJCOSX def2/J DEFGRID3
* xyz 0 1
C 0.166 1.562 1.251
C 1.605 1.081 1.484
C 1.586 -0.337 0.907
C 0.766 -0.203 -0.391
C -0.196 1.004 -0.153
H 0.065 2.655 1.308
H -0.492 1.129 2.024
H 2.304 1.706 0.907
H 1.904 1.118 2.538
H 1.070 -1.014 1.603
H 2.587 -0.744 0.737
H 1.426 0.024 -1.237
H 0.245 -1.137 -0.622
H -1.270 0.747 -0.220
H -0.031 1.771 -0.926
C -1.994 -1.658 -1.879
O -1.845 -1.852 -0.483
H -1.449 -0.771 -2.236
H -3.051 -1.559 -2.163
H -1.577 -2.534 -2.389
H -1.820 -0.988 -0.059
*
```

***

Formula: C46H57N5O22
Source: OMol25
Level of theory: ωB97M-V/def2-TZVPD

The strongest force on any atom is 4.26 eV/A. Its HOMO-LUMO gap is 9.1 eV. For the highest occupied orbital energy, the calculation gives -9.971 eV. As for the total energy: -101103.751 eV. The energy above the lowest of the compared OMol25 structures with the same formula, charge and spin comes out at 416.4 kJ/mol. Its structure (SMILES) is O=[N+]([O-])c1ccccc1.O=[N+]([O-])c1ccccc1.O=[N+]([O-])c1ccccc1.O=[N+]([O-])c1ccccc1.O=[N+]([O-])c1ccccc1.CCOC(=O)OC.CCOC(=O)OC.CCOC(=O)OC.CCOC(=O)OC.

```
! wB97M-V def2-TZVPD RIJCOSX def2/J DEFGRID3
* xyz 0 1
O -1.920 -1.526 1.695
N -1.364 -0.614 1.099
O -1.999 0.384 0.771
C 0.063 -0.735 0.709
C 0.830 -1.749 1.242
C 2.162 -1.825 0.864
C 2.837 -0.869 0.062
C 2.029 0.148 -0.458
C 0.704 0.234 -0.132
H 0.357 -2.457 1.906
H 2.739 -2.662 1.228
H 3.891 -0.958 -0.158
H 2.438 0.993 -0.993
H 0.029 1.008 -0.467
O 7.940 -10.692 -3.508
N 6.813 -11.150 -3.320
O 6.324 -12.022 -4.022
C 5.987 -10.668 -2.160
C 5.902 -9.373 -1.736
C 5.106 -9.036 -0.646
C 4.428 -9.975 0.087
C 4.445 -11.301 -0.405
C 5.214 -11.654 -1.540
H 6.457 -8.657 -2.325
H 5.042 -7.987 -0.395
H 3.811 -9.680 0.923
H 3.748 -11.992 0.045
H 5.249 -12.673 -1.896
O -8.150 -6.198 1.582
N -9.087 -5.847 2.251
O -9.829 -6.668 2.809
C -9.523 -4.455 2.396
C -10.862 -4.174 2.791
C -11.239 -2.888 2.909
C -10.335 -1.815 2.702
C -8.975 -2.072 2.336
C -8.576 -3.357 2.280
H -11.538 -4.969 3.071
H -12.301 -2.758 3.057
H -10.587 -0.765 2.691
H -8.213 -1.334 2.135
H -7.573 -3.604 1.964
O 8.926 5.190 -9.873
N 8.128 4.354 -9.500
O 8.016 3.289 -10.126
C 7.377 4.522 -8.304
C 7.093 5.812 -7.723
C 6.241 5.937 -6.684
C 5.596 4.801 -6.102
C 5.942 3.511 -6.564
C 6.750 3.387 -7.763
H 7.609 6.635 -8.194
H 6.017 6.938 -6.348
H 4.803 4.864 -5.371
H 5.452 2.658 -6.119
H 6.874 2.382 -8.137
O -3.913 5.304 0.237
N -4.719 5.810 -0.538
O -4.345 6.049 -1.723
C -6.126 5.810 -0.062
C -6.445 5.242 1.196
C -7.748 5.308 1.678
C -8.724 5.873 0.943
C -8.433 6.425 -0.322
C -7.142 6.417 -0.827
H -5.679 4.893 1.874
H -8.005 4.923 2.654
H -9.729 5.742 1.315
H -9.219 6.796 -0.963
H -6.861 6.786 -1.803
C -0.138 -4.453 9.639
C -1.034 -4.593 8.377
O -1.292 -3.347 7.784
C -2.465 -2.717 7.852
O -3.534 -3.138 8.279
O -2.429 -1.502 7.215
C -3.627 -0.727 7.001
H -0.727 -3.973 10.421
H 0.732 -3.813 9.491
H 0.177 -5.411 10.054
H -1.950 -5.158 8.552
H -0.440 -5.134 7.641
H -4.003 -0.435 7.981
H -4.250 -1.428 6.446
H -3.391 0.149 6.396
C -8.486 0.816 -3.907
C -7.176 1.513 -4.323
O -7.373 2.642 -5.132
C -6.999 2.567 -6.404
O -6.705 3.498 -7.125
O -7.178 1.216 -6.889
C -6.736 0.825 -8.164
H -8.198 -0.142 -3.474
H -9.044 0.663 -4.831
H -9.072 1.458 -3.251
H -6.414 0.834 -4.705
H -6.672 1.893 -3.434
H -5.962 1.517 -8.496
H -7.452 1.060 -8.952
H -6.437 -0.220 -8.250
C 12.280 -1.117 3.485
C 11.480 0.060 2.995
O 11.429 0.194 1.598
C 10.278 0.389 0.975
O 9.193 0.617 1.515
O 10.547 0.159 -0.273
C 9.497 0.180 -1.219
H 12.314 -1.198 4.572
H 13.323 -1.104 3.167
H 11.762 -2.016 3.149
H 11.701 1.083 3.299
H 10.488 0.025 3.443
H 9.942 0.363 -2.197
H 8.823 1.014 -1.022
H 8.782 -0.643 -1.215
C 1.326 4.247 3.372
C 2.558 5.025 2.813
O 2.343 5.398 1.473
C 1.872 6.594 1.239
O 1.521 7.436 2.056
O 1.896 6.741 -0.080
C 1.400 7.856 -0.849
H 1.318 3.176 3.173
H 0.485 4.823 2.986
H 1.320 4.379 4.454
H 3.444 4.428 3.029
H 2.798 5.929 3.371
H 1.847 7.592 -1.807
H 1.780 8.845 -0.592
H 0.321 7.799 -0.994
*
```